Molecular formula: C24H60BF4N4Na2O12P
Method: DFT, the ωB97M-V functional and the def2-TZVPD basis

Structure (XYZ):
```
108
Properties=species:S:1:pos:R:3:forces:R:3:lowdin_charge:R:1
Na 2.2463 4.7442 -0.5565 -0.5 -0.4 -1.3 0.41
Na -1.1020 3.2892 -1.5332 0.9 0.5 -0.4 0.45
B 0.3470 1.5803 0.2029 -0.2 0.5 -0.1 -1.27
F -0.9248 1.2554 -0.3594 -0.2 -0.4 0.2 0.08
F 1.0552 0.4727 0.6774 -0.3 -0.3 0.2 0.12
F 1.0677 2.2225 -0.7777 0.2 0.0 0.5 0.17
F 0.0646 2.4498 1.3063 0.2 -0.1 0.0 0.08
P 0.9404 4.5489 -3.0764 -1.0 0.1 -1.7 -0.07
O 0.2887 5.1855 -1.7733 0.1 -0.5 1.4 -0.51
O 2.4523 4.2780 -2.8389 -0.1 0.5 0.7 -0.48
O 0.5826 5.4808 -4.2396 0.7 -0.2 0.1 -0.50
O 0.2085 3.1561 -3.2970 -0.4 -0.1 0.4 -0.48
C 3.0109 -1.2923 -0.8166 0.7 -0.1 -0.2 -0.08
O 4.0745 -2.2450 -0.6699 -0.1 0.0 -0.2 -0.20
C 3.6714 -3.3516 0.1061 0.0 0.3 0.0 -0.24
C 3.6026 -2.9978 1.6005 -0.3 0.1 -0.5 -0.21
N 3.9637 -4.1294 2.4569 0.0 0.2 -0.1 -0.06
C 2.8840 -5.1085 2.5172 -0.3 0.1 0.5 -0.21
C 3.3230 -6.4535 3.0507 -0.1 -0.3 -0.6 -0.24
O 3.3885 -6.3915 4.4543 0.0 0.2 0.3 -0.18
C 3.6397 -7.6234 5.0536 0.9 -0.6 -0.1 -0.14
H 3.3271 -0.5452 -1.5431 0.1 0.0 0.0 0.10
H 2.8468 -0.7960 0.1348 -0.5 0.0 0.0 0.06
H 2.1303 -1.7910 -1.2283 -0.2 0.1 0.3 0.08
H 4.4276 -4.1255 -0.0356 -0.1 -0.1 0.0 0.12
H 2.6918 -3.6863 -0.2619 0.1 -0.3 0.0 0.11
H 2.6002 -2.6096 1.8395 0.1 0.0 0.0 0.12
H 4.3013 -2.1668 1.7122 0.1 -0.2 0.3 0.10
H 4.0870 -3.7513 3.3888 0.2 -0.2 0.1 0.11
H 2.4103 -5.2401 1.5435 0.3 0.0 -0.1 0.12
H 2.0791 -4.7469 3.1789 -0.1 -0.1 -0.1 0.13
H 4.2814 -6.7520 2.6018 0.1 0.2 0.2 0.13
H 2.6010 -7.2295 2.7479 -0.1 0.1 0.1 0.12
H 3.0198 -8.4262 4.6331 -0.2 0.1 0.1 0.08
H 3.5114 -7.5504 6.1315 -0.3 0.1 0.0 0.08
H 4.6881 -7.9504 4.9155 -0.1 0.2 -0.2 0.09
C -3.2861 0.8069 -7.2165 0.7 -0.3 -0.1 -0.14
O -2.4764 0.4257 -6.1371 -0.2 -0.1 0.1 -0.18
C -2.7485 1.2223 -4.9951 -0.4 0.1 -0.2 -0.22
C -2.0925 0.6366 -3.7714 0.5 0.3 -0.4 -0.22
N -0.6552 0.5570 -3.9273 -0.2 -0.1 0.5 -0.02
C -0.0257 -0.4565 -3.1021 0.3 0.2 0.0 -0.20
C -0.3720 -1.8818 -3.5180 -0.5 0.1 -0.5 -0.22
O -0.3639 -2.0200 -4.9383 0.2 0.0 0.1 -0.18
C -1.3537 -2.8739 -5.4035 -0.5 -0.1 -0.2 -0.16
H -4.3258 0.5207 -7.0145 -0.2 0.4 -0.2 0.08
H -2.9421 0.2638 -8.1019 0.0 -0.2 0.1 0.08
H -3.1272 1.8668 -7.4503 -0.5 0.1 0.1 0.09
H -3.8438 1.2159 -4.8091 0.1 0.1 -0.1 0.11
H -2.4423 2.2589 -5.1748 0.2 0.0 0.1 0.14
H -2.5490 -0.3487 -3.6281 0.1 0.0 0.3 0.11
H -2.3591 1.3271 -2.9488 -0.2 -0.4 0.2 0.10
H -0.2810 1.4707 -3.6002 0.4 0.3 -0.6 0.06
H -0.2990 -0.3310 -2.0401 0.1 -0.3 0.1 0.11
H 1.0513 -0.2860 -3.1723 0.0 0.0 0.0 0.12
H -1.3847 -2.1001 -3.1469 0.1 -0.2 0.0 0.10
H 0.3140 -2.6420 -3.1262 0.0 0.2 0.4 0.11
H -2.3619 -2.4598 -5.2389 0.1 0.0 0.2 0.08
H -1.3108 -3.8771 -4.9460 0.0 0.1 0.0 0.08
H -1.2578 -2.9892 -6.4854 0.2 0.1 0.0 0.08
C 0.8369 6.2846 1.8979 -0.7 0.2 0.3 -0.10
O 1.9476 5.4964 1.5944 0.6 -0.2 -0.1 -0.22
C 2.3160 4.5667 2.6015 -0.4 0.2 0.3 -0.20
C 3.5375 3.8073 2.1471 0.3 -0.1 -0.6 -0.18
N 3.2033 2.9712 0.9843 0.1 0.6 0.7 -0.05
C 4.2995 2.1273 0.5637 0.6 -0.1 -0.1 -0.16
C 4.6634 0.9560 1.4867 -0.4 0.6 0.4 -0.20
O 5.7949 1.2958 2.2860 0.2 0.1 -0.3 -0.20
C 6.2356 0.2042 3.0343 0.0 -0.3 -0.1 -0.14
H -0.0556 5.6815 2.1153 0.2 -0.1 -0.1 0.10
H 0.5981 6.8979 1.0315 0.1 0.0 -0.1 0.10
H 1.0178 6.9243 2.7781 0.1 0.0 -0.1 0.08
H 1.4848 3.8719 2.7864 0.0 0.0 -0.1 0.12
H 2.4945 5.1206 3.5361 0.2 -0.1 0.0 0.12
H 3.9918 3.2284 2.9636 -0.2 0.1 0.2 0.12
H 4.2952 4.5325 1.8235 0.0 0.0 0.1 0.13
H 2.3628 2.4544 1.2158 0.1 -0.2 -0.3 0.08
H 5.1933 2.7601 0.5079 0.0 0.0 0.0 0.13
H 4.1529 1.7647 -0.4539 -0.4 0.0 0.0 0.13
H 4.8555 0.0443 0.9126 0.1 0.0 0.1 0.10
H 3.8384 0.7989 2.1998 -0.2 -0.3 -0.3 0.13
H 6.5841 -0.6207 2.3925 0.0 0.1 0.0 0.09
H 5.4285 -0.2140 3.6563 0.1 0.1 0.1 0.08
H 7.0690 0.5491 3.6448 -0.1 -0.1 0.1 0.08
C -5.5235 0.8758 -1.8175 -0.6 0.3 -0.2 -0.12
O -5.2743 0.2391 -0.5984 0.2 0.0 0.5 -0.20
C -4.0726 0.7188 0.0248 -0.3 -1.0 -0.7 -0.20
C -3.7217 -0.2599 1.1275 0.1 0.6 0.3 -0.18
N -4.7336 -0.4100 2.1765 -0.6 0.2 -0.3 -0.05
C -5.0328 0.8099 2.9106 0.2 0.1 0.5 -0.22
C -6.2938 0.6025 3.7299 0.4 0.1 0.4 -0.24
O -7.3765 0.3450 2.8690 -0.4 0.0 -0.2 -0.19
C -8.1013 -0.8269 3.1249 0.0 -0.1 0.1 -0.13
H -6.4836 0.5008 -2.1826 0.1 0.0 0.0 0.08
H -4.7572 0.6891 -2.5750 0.1 0.0 0.1 0.07
H -5.6399 1.9614 -1.6846 0.2 0.0 0.0 0.09
H -4.2187 1.7412 0.3837 0.1 0.1 -0.1 0.12
H -3.2848 0.6661 -0.7320 0.2 0.4 0.2 0.10
H -2.7855 0.1001 1.5653 0.0 -0.2 0.1 0.12
H -3.5616 -1.2419 0.6860 0.1 0.0 0.0 0.12
H -5.6082 -0.6332 1.7023 0.2 -0.2 -0.1 0.09
H -5.1748 1.7167 2.3061 0.0 -0.2 -0.2 0.11
H -4.2038 1.0198 3.5972 0.0 0.1 0.0 0.12
H -6.5296 1.4981 4.3168 0.1 0.1 -0.1 0.12
H -6.1392 -0.2104 4.4501 -0.1 -0.1 -0.2 0.12
H -8.3974 -0.9146 4.1793 0.0 0.1 0.0 0.08
H -7.5261 -1.7251 2.8676 0.0 0.0 0.0 0.09
H -8.9998 -0.7752 2.5130 0.0 -0.1 0.0 0.08
```
Positions in Å, forces in eV/Å.

Summary:
Highest occupied orbital energy (eV): 0.2
2S+1: 1
Net charge: -2
HOMO-LUMO gap (eV): 3.05